Entry 1:
Here is a molecular structure, C27H19BF2N9O5Ru in a non-equilibrium geometry from the OMol25 dataset. Energies are from wB97M-V/def2-TZVPD.

Calculated values
- Frontier orbital gap (spin up / spin down): 5.77 / 5.77 eV
- Spin multiplicity: 2
- F_max: 4.8 eV/Å
- E_LUMO (spin up / spin down): -1.3 / -1.3 eV
- E_HOMO (spin up / spin down): -7.095 / -7.084 eV
- ΔE to the lowest compared entry with this formula, charge and spin: 52.0 kcal per mole

Each line ends with the Löwdin charge.
Element x y z (Å)
Ru1 -0.1124 -0.5380 0.4284  0.922
O1 -0.3945 2.8947 3.0483  0.042
C1 -0.2987 2.0567 2.1753  -0.643
O2 -0.2204 0.8027 2.3148  -0.112
C2 -0.3583 2.5406 0.6955  -0.190
C3 -0.8033 3.8111 0.3961  0.040
C4 -1.0229 4.1313 -0.9661  -0.028
C5 -0.8217 3.1756 -1.9159  0.016
C6 -0.3358 1.8881 -1.5507  -0.165
N1 -0.0694 1.6287 -0.2199  0.079
C7 -0.1805 0.8593 -2.5089  -0.298
O3 -0.6218 0.7705 -3.6383  0.176
O4 0.7041 -0.2207 -2.0308  0.186
H1 -0.9948 4.5162 1.1843  0.123
H2 -1.3767 5.1157 -1.2316  0.113
H3 -0.9960 3.3531 -2.9635  0.123
C8 -5.4016 1.4443 0.3417  -0.077
N2 -4.3577 0.4618 0.3058  -0.140
C9 -3.0447 0.6499 0.1620  -0.115
N3 -2.4265 -0.5201 0.2417  0.011
C10 -3.4303 -1.4053 0.4345  -0.188
N4 -4.6061 -0.8353 0.4796  0.117
C11 -5.3503 2.3409 1.5609  -0.191
C12 -6.1280 3.4943 1.5644  -0.042
C13 -6.1682 4.3146 2.6802  -0.062
C14 -5.4288 4.0023 3.8049  -0.011
C15 -4.6304 2.8604 3.8009  -0.127
C16 -4.5972 2.0305 2.6796  0.043
C17 -3.8142 2.5577 4.9513  -0.281
N5 -3.7753 3.1993 6.0856  0.107
N6 -2.8454 2.6100 6.8409  0.108
C18 -2.3454 1.6286 6.1432  -0.274
O5 -2.9383 1.5315 4.9342  0.146
C19 -1.2811 0.7286 6.5179  -0.127
C20 -0.5606 0.9522 7.6913  -0.008
C21 0.4857 0.1096 8.0123  -0.060
C22 0.7976 -0.9660 7.1937  -0.031
C23 0.0589 -1.2184 6.0441  -0.192
C24 0.3203 -2.4730 5.2380  -0.077
N7 0.7569 -2.2304 3.8862  -0.118
C25 0.0875 -2.4158 2.7421  -0.142
N8 0.8691 -2.0999 1.7144  -0.037
C26 2.0277 -1.7110 2.3087  -0.198
N9 1.9846 -1.7944 3.6129  0.128
C27 -0.9694 -0.3559 5.6991  0.043
H4 -6.3410 0.8835 0.3430  0.140
H5 -5.3561 2.0519 -0.5679  0.136
H6 -2.5889 1.6033 -0.0134  0.124
H7 -3.2695 -2.4613 0.5182  0.112
H8 -6.7090 3.7483 0.6900  0.113
H9 -6.7781 5.2058 2.6669  0.107
H10 -5.4436 4.6253 4.6854  0.115
H11 -3.9732 1.1501 2.7088  0.124
H12 -0.8306 1.7853 8.3220  0.115
H13 1.0617 0.2830 8.9102  0.107
H14 1.6158 -1.6189 7.4597  0.111
H15 -0.5999 -3.0617 5.1825  0.136
H16 1.0989 -3.0573 5.7346  0.128
H17 -0.8967 -2.8402 2.6651  0.129
H18 2.9067 -1.4310 1.7602  0.113
H19 -1.5374 -0.5113 4.7943  0.123
F1 1.4859 -2.3684 -1.7843  0.249
B1 0.4833 -1.5093 -1.8850  -0.970
F2 -0.7368 -2.0651 -1.7357  0.199

=====

Entry 2:
Here is a molecular structure, C4H7CsO2 in a non-equilibrium geometry from the OMol25 dataset. Energies are from wB97M-V/def2-TZVPD.

Calculated values
- Frontier orbital gap: 5.02 eV
- F_max: 3.7 eV/Å
- E_LUMO: -0.8 eV
- E_HOMO: -5.770 eV
- ΔE to the lowest compared entry with this formula, charge and spin: 113.9 kcal per mole

Each line ends with the Löwdin charge.
Element x y z (Å)
H1 -0.6087 0.9427 0.6847  0.213
O1 -0.1501 -0.9492 0.0188  -0.072
Cs1 3.9472 0.3817 2.3684  0.802
C1 0.5076 0.2365 0.0283  -0.373
O2 1.1942 0.4383 -1.0749  -0.215
C2 2.6733 0.3589 -0.8582  -0.247
C3 -1.2599 -0.0437 -0.1584  -0.308
C4 -2.4765 -0.4674 0.6225  -0.090
H2 2.9965 -0.4968 -1.4807  -0.027
H3 3.0498 1.2697 -1.3605  -0.036
H4 -1.4824 0.0398 -1.2313  0.128
H5 -2.2328 -0.6446 1.6783  0.076
H6 -3.2457 0.3165 0.5644  0.073
H7 -2.9126 -1.3823 0.1987  0.076

=====

Entry 3:
Here is a single C4H6 molecule in a non-equilibrium geometry from the OMol25 dataset. Energies are from wB97M-V/def2-TZVPD.

Calculated values
- Frontier orbital gap: 10.94 eV
- F_max: 3.6 eV/Å
- SMILES: C#CCC
- E_LUMO: 1.1 eV
- E_HOMO: -9.827 eV
- ΔE to the lowest compared entry with this formula, charge and spin: 29.1 kcal per mole

Each line ends with the Löwdin charge.
Element x y z (Å)
C1 -2.0907 -0.1976 0.0563  0.099
C2 -1.0885 0.4668 -0.0517  -0.200
C3 0.2878 0.8269 -0.0193  -0.272
C4 1.0710 -0.5316 -0.0422  -0.083
H1 -2.7783 -0.9755 -0.1663  0.023
H2 0.5298 1.4156 0.9377  0.133
H3 0.4663 1.5985 -0.7682  0.102
H4 0.6297 -1.2133 0.7620  0.104
H5 0.8729 -0.9602 -0.9509  0.037
H6 2.0999 -0.4297 0.2426  0.058

=====

Entry 4:
Here is 2 unconnected molecules or ions with the total composition C3H2F4 from the OMol25 dataset. Energies are from wB97M-V/def2-TZVPD.

Calculated values
- Frontier orbital gap: 9.84 eV
- F_max: 0.3 eV/Å
- E_LUMO: -0.1 eV
- E_HOMO: -9.958 eV
- ΔE to the lowest compared entry with this formula, charge and spin: 72.3 kcal per mole

Each line ends with the Löwdin charge.
Element x y z (Å)
C1 -1.1958 0.5915 -0.5462  -0.143
C2 0.0629 0.3279 -0.8455  -0.149
C3 3.2783 -1.2517 -0.3419  -0.099
F1 -2.0971 1.0437 -1.4197  0.034
F2 0.5982 0.4849 -2.0600  0.027
F3 4.3602 -0.7890 -0.8948  0.070
F4 2.9634 -2.3182 -1.0211  0.064
H1 -1.5963 0.4553 0.4474  0.113
H2 0.7783 -0.0378 -0.1209  0.085